# 1
{"formula": "C2H3NS", "method": "ωB97M-V/def2-TZVPD", "symbols": ["C", "C", "N", "S", "H", "H", "H"], "coordinates": [[1.36707, -0.15232, 0.19362], [-0.03220, 0.21745, 0.35159], [0.42913, -1.10483, 0.00936], [2.89563, 0.26804, 0.02028], [-0.56907, 0.37370, 1.26649], [-0.34840, 1.20155, -0.60643], [0.23255, -1.69160, -0.78373]], "atomic_forces_ev_per_a": [[-0.3, -0.3, 0.0], [-0.8, 3.9, -3.0], [0.2, 0.0, 0.1], [0.3, -0.1, 0.1], [-0.1, -0.1, 0.3], [0.7, -3.4, 2.8], [0.1, 0.0, -0.3]], "e_above_lowest_kj_mol": 245.09, "gap_ev": 8.98, "lumo_ev": 0.3, "homo_energy_ev": -8.7, "total_charge": 0}

=====

# 2
{"formula": "C2H3NS", "method": "ωB97M-V/def2-TZVPD", "symbols": ["C", "C", "S", "N", "H", "H", "H"], "coordinates": [[0.50481, 0.03164, 0.68000], [0.39748, -0.36482, -0.73905], [-0.55416, 0.24956, -1.95369], [-1.70649, -0.22911, -1.06579], [-0.47652, -0.28253, 1.14917], [0.55029, 1.08916, 0.77050], [1.28460, -0.49390, 1.15887]], "atomic_forces_ev_per_a": [[-2.3, -0.5, -0.3], [-0.6, -0.3, -0.9], [-0.2, -0.3, 1.5], [0.5, 0.2, -1.0], [1.3, 0.3, -0.3], [0.4, 1.1, 0.4], [0.9, -0.4, 0.6]], "e_above_lowest_kj_mol": 556.95, "gap_ev": [7.35, 7.35], "lumo_ev": [-0.9, -0.9], "homo_energy_ev": [-8.2, -8.2], "smiles": "CC#S#N", "total_charge": 0}

=====

# 3
{"formula": "C2H3NS3", "method": "ωB97M-V/def2-TZVPD", "symbols": ["C", "C", "N", "S", "S", "S", "H", "H", "H"], "coordinates": [[-1.02636, -0.98111, -0.63218], [1.13925, 0.00397, 0.52913], [-1.85753, -0.16114, -0.22572], [0.47690, -1.50847, 0.33803], [-2.45760, 0.87983, 0.67439], [1.99957, 0.80600, -0.59236], [-1.12298, -1.57029, -1.58414], [0.80940, 0.54585, 1.45649], [2.03936, 1.98537, 0.03636]], "atomic_forces_ev_per_a": [[0.0, -1.5, -1.0], [-1.5, 0.6, 4.0], [1.1, -2.1, -2.2], [-0.6, -0.9, -0.6], [-1.0, 2.2, 2.0], [1.5, 1.2, -2.1], [-0.1, 0.8, 0.9], [0.6, -0.4, -1.0], [0.1, 0.1, 0.0]], "e_above_lowest_kj_mol": 319.36, "gap_ev": [7.67, 6.58], "lumo_ev": [-0.5, -1.0], "homo_energy_ev": [-8.2, -7.6], "total_charge": 0}

=====

# 4
{"formula": "C2H3O2", "method": "ωB97M-V/def2-TZVPD", "symbols": ["C", "C", "O", "O", "H", "H", "H"], "coordinates": [[1.51333, 0.32001, 0.02405], [-1.99439, -0.40865, -0.03565], [-2.74345, 0.40784, 0.00798], [0.54711, -0.39143, 0.04708], [2.53237, -0.08765, 0.07338], [1.45498, 1.41559, -0.04767], [-1.30994, -1.25570, -0.06916]], "atomic_forces_ev_per_a": [[1.1, 0.6, 0.0], [-0.5, 0.5, 0.1], [0.6, -0.4, 0.0], [-1.1, -0.3, 0.0], [-0.1, -0.2, 0.0], [-0.2, 0.0, 0.0], [0.3, -0.1, 0.0]], "e_above_lowest_kj_mol": 63.97, "gap_ev": 8.94, "lumo_ev": -6.5, "homo_energy_ev": -15.4, "total_charge": 1}

=====

# 5
{"formula": "C2H3O2P", "method": "ωB97M-V/def2-TZVPD", "symbols": ["O", "C", "O", "C", "P", "H", "H", "H"], "coordinates": [[2.63602, -0.51890, 0.11035], [1.55662, -0.08988, -0.03755], [0.85675, 0.99550, 0.21154], [0.11818, -0.08090, -0.49421], [-1.72581, -0.49729, 0.07265], [0.06700, 0.16489, -1.55743], [-1.40298, -0.78325, 1.39753], [-2.10579, 0.80984, 0.29713]], "atomic_forces_ev_per_a": [[0.6, -0.3, 0.0], [-2.4, -0.3, 0.3], [0.6, 0.9, 0.3], [-0.9, -0.2, -0.5], [2.1, -1.0, -0.8], [-0.1, 0.0, 0.1], [0.0, 0.0, 0.4], [0.1, 0.8, 0.1]], "e_above_lowest_kj_mol": 205.38, "gap_ev": 11.12, "lumo_ev": 0.7, "homo_energy_ev": -10.4, "smiles": "O=C1O[C@@H]1P", "total_charge": 0}

=====

# 6
{"formula": "C2H3O2Rh", "method": "ωB97M-V/def2-TZVPD", "symbols": ["C", "C", "O", "O", "H", "H", "Rh", "H"], "coordinates": [[1.07936, 0.09306, 1.05477], [0.03154, 1.09775, 0.79650], [-0.85108, 0.89885, -0.22171], [0.90650, -0.91583, 0.20888], [0.81358, 1.93543, 0.65351], [1.56363, -1.61315, 0.32816], [-0.81262, -0.71471, -1.14750], [-0.42158, 1.28745, 1.79795]], "atomic_forces_ev_per_a": [[-0.9, -0.3, -0.1], [2.7, 3.4, 3.3], [-0.2, 0.4, 0.0], [1.4, -3.1, -0.8], [-2.1, 0.2, -0.4], [0.1, -0.3, -0.1], [-0.4, -0.7, -0.8], [-0.6, 0.3, -0.9]], "e_above_lowest_kj_mol": 0.00, "spin_multiplicity": 6, "gap_ev": [5.83, 8.40], "lumo_ev": [-5.9, -7.2], "homo_energy_ev": [-11.7, -15.6], "total_charge": 1, "s_squared": 8.7623}

=====

# 7
{"formula": "C2H3O2Y", "method": "ωB97M-V/def2-TZVPD", "symbols": ["O", "C", "C", "H", "H", "H", "Y", "O"], "coordinates": [[-0.00514, 0.07253, 0.79214], [-1.44278, 0.50097, 0.12528], [0.02287, -0.41757, -0.40877], [-1.35204, 1.48511, -0.33176], [-2.34045, 0.07576, 0.56252], [-0.08682, -1.49457, -0.58717], [3.72782, 0.01660, -0.14367], [1.47655, -0.23882, -0.00857]], "atomic_forces_ev_per_a": [[-12.5, 2.8, 1.8], [2.9, 0.9, 1.5], [5.0, -0.8, 4.8], [-0.2, 0.0, 0.2], [-0.2, -0.9, -0.4], [-0.9, -0.2, -1.1], [-4.0, -0.5, 0.2], [9.9, -1.2, -6.8]], "e_above_lowest_kj_mol": 528.47, "spin_multiplicity": 2, "gap_ev": [7.57, 6.83], "lumo_ev": [-15.9, -16.3], "homo_energy_ev": [-23.4, -23.2], "total_charge": 3, "s_squared": 0.7572}

=====

# 8
{"formula": "C2H3O3", "method": "ωB97M-V/def2-TZVPD", "symbols": ["C", "C", "O", "O", "O", "H", "H", "H"], "coordinates": [[-1.73472, -0.32993, -0.60690], [-0.51368, 1.74091, 0.03262], [0.40306, -2.19174, 0.77430], [-2.30801, -0.67396, 0.39914], [-1.40907, 1.31208, -0.73108], [-0.23858, 1.11695, 0.99025], [0.26424, -1.34366, 0.26474], [-0.37741, -2.36216, 1.22473]], "atomic_forces_ev_per_a": [[-1.5, -2.9, 1.5], [0.7, 1.9, 0.5], [2.7, 1.4, -1.9], [1.2, 1.5, -1.9], [0.3, 0.3, 0.9], [-0.7, -0.6, -1.0], [-0.2, -1.4, 0.9], [-2.4, -0.1, 1.1]], "e_above_lowest_kj_mol": 400.29, "gap_ev": 6.76, "lumo_ev": 4.4, "homo_energy_ev": -2.4, "total_charge": -1}

=====

# 9
{"formula": "C2H3O3S", "method": "ωB97M-V/def2-TZVPD", "symbols": ["C", "C", "O", "O", "O", "S", "H", "H", "H"], "coordinates": [[-0.10822, 1.52054, -0.85186], [0.79490, -0.65215, 0.13342], [-1.53865, 0.29101, 1.14694], [-1.61215, -0.78722, -1.09488], [1.38791, 0.31922, -0.49942], [-0.84581, -0.02045, -0.13212], [-0.11814, 1.90678, 0.20955], [1.01307, -1.78723, -0.14619], [1.02708, -0.79052, 1.23456]], "atomic_forces_ev_per_a": [[0.9, -2.4, 2.0], [-0.2, -3.9, 2.3], [0.5, -0.4, -1.2], [-0.1, -0.3, -0.1], [1.0, 3.2, -2.0], [-1.9, 0.5, 0.7], [0.7, 0.6, -0.8], [-0.7, 1.9, -0.6], [-0.4, 0.9, -0.3]], "e_above_lowest_kj_mol": 528.42, "gap_ev": 8.47, "lumo_ev": 4.1, "homo_energy_ev": -4.4, "total_charge": -1}

=====

# 10
{"formula": "C2H3O3Si", "method": "ωB97M-V/def2-TZVPD", "symbols": ["C", "C", "O", "O", "O", "Si", "H", "H", "H"], "coordinates": [[-1.35341, 0.13686, -0.68967], [-0.14944, -0.77324, -0.62657], [-2.35212, 0.14017, -1.41697], [-1.11669, 1.09590, 0.08320], [0.23379, -1.58526, -1.44725], [0.73657, 0.12288, 0.77333], [1.38629, 1.21036, -0.03930], [1.98045, -0.67062, 1.09548], [0.63456, 0.32295, 2.26774]], "atomic_forces_ev_per_a": [[-2.7, 1.2, -2.0], [0.2, -1.6, -0.8], [0.4, -1.5, -0.4], [1.6, 0.4, 2.4], [-0.5, 0.6, 0.7], [1.7, 1.0, 0.5], [0.0, 0.0, 0.5], [0.2, -0.5, -0.5], [-1.1, 0.4, -0.4]], "e_above_lowest_kj_mol": 0.28, "gap_ev": 8.49, "lumo_ev": 4.0, "homo_energy_ev": -4.5, "total_charge": -1}

=====

Repeat the eighth record exactly.
{"formula": "C2H3O3", "method": "ωB97M-V/def2-TZVPD", "symbols": ["C", "C", "O", "O", "O", "H", "H", "H"], "coordinates": [[-1.73472, -0.32993, -0.60690], [-0.51368, 1.74091, 0.03262], [0.40306, -2.19174, 0.77430], [-2.30801, -0.67396, 0.39914], [-1.40907, 1.31208, -0.73108], [-0.23858, 1.11695, 0.99025], [0.26424, -1.34366, 0.26474], [-0.37741, -2.36216, 1.22473]], "atomic_forces_ev_per_a": [[-1.5, -2.9, 1.5], [0.7, 1.9, 0.5], [2.7, 1.4, -1.9], [1.2, 1.5, -1.9], [0.3, 0.3, 0.9], [-0.7, -0.6, -1.0], [-0.2, -1.4, 0.9], [-2.4, -0.1, 1.1]], "e_above_lowest_kj_mol": 400.29, "gap_ev": 6.76, "lumo_ev": 4.4, "homo_energy_ev": -2.4, "total_charge": -1}